[1]
C18H30AlBCl4CsMgN3O11 | ωB97M-V with the def2-TZVPD basis set

The geometry in ORCA input format:
```
! RIJCOSX wB97M-V def2-TZVPD def2/J DEFGRID3
* xyz 2 1
N 0.439 -0.981 -1.217
C 1.168 -2.123 -1.821
C 0.704 -3.492 -1.259
O 1.601 -4.024 -0.259
C 1.458 -3.420 0.909
O 0.457 -2.979 1.315
O 2.629 -3.392 1.647
B 3.170 -2.055 1.672
N 4.384 -1.649 0.822
O 2.553 -1.141 2.536
H 0.987 -0.159 -1.471
H 0.413 -1.073 -0.204
H 2.261 -2.010 -1.817
H 0.869 -2.140 -2.881
H -0.353 -3.481 -0.955
H 0.752 -4.194 -2.107
H 4.679 -2.535 0.372
H 3.974 -1.067 0.068
H 2.389 -0.305 1.970
Mg 1.843 1.417 1.720
O -4.864 0.423 -0.081
C -4.411 -0.637 0.406
O -3.300 -1.111 -0.049
C -2.579 -2.230 0.535
C -3.125 -3.552 0.043
C -5.200 -1.365 1.440
H -2.567 -2.154 1.622
H -1.548 -2.117 0.207
H -4.167 -3.694 0.331
H -2.540 -4.377 0.449
H -3.089 -3.596 -1.046
H -5.976 -1.953 0.945
H -5.670 -0.635 2.099
H -4.596 -2.012 2.067
Cl -3.889 1.796 -0.844
C -0.336 1.414 -5.161
C 0.952 2.230 -5.161
C 2.198 1.376 -5.424
C 2.344 0.346 -4.377
N 2.454 -0.449 -3.573
H -0.338 0.666 -4.362
H -1.197 2.064 -5.001
H -0.474 0.899 -6.112
H 1.049 2.740 -4.198
H 0.887 3.007 -5.930
H 3.090 2.003 -5.427
H 2.128 0.884 -6.396
C -1.417 4.077 -8.415
Cl -0.107 4.557 -7.322
Cl -1.794 2.358 -8.272
H -2.304 4.652 -8.169
H -1.112 4.284 -9.435
Cl -3.190 4.190 0.030
C -1.530 3.129 7.523
C -0.492 3.643 6.702
C 0.192 2.601 5.839
O 1.052 2.868 5.023
C -0.207 1.209 6.011
C -1.232 0.688 6.836
C -1.992 1.740 7.623
O -2.945 1.500 8.323
O -1.543 -0.477 6.957
O -0.131 4.796 6.636
H -2.079 3.813 8.165
H 0.376 0.518 5.410
Cs 5.330 -3.113 1.989
Al -1.217 2.587 -0.855
O 8.321 0.221 4.061
H 7.817 1.031 4.191
H 8.740 0.069 4.916
*
```

The LUMO energy comes out at -8.19 eV. The value obtained for the HOMO-LUMO gap is 4.3 eV.

***

[2]
C50H76N7O3P2S2W | ωB97M-V with the def2-TZVPD basis set

The geometry in ORCA input format:
```
! RIJCOSX wB97M-V def2-TZVPD def2/J DEFGRID3
* xyz 3 3
W -0.297 0.776 0.704
C -2.195 -1.215 3.385
C -1.916 0.170 3.977
C -1.802 0.079 5.497
P -0.436 0.924 3.124
C 1.057 0.486 4.140
C 2.155 1.500 3.848
C 1.487 -0.932 3.771
C -0.537 2.742 3.243
C -0.942 3.454 4.368
C -0.778 4.832 4.448
C -1.210 5.609 5.646
C -0.127 5.471 3.395
C 0.255 4.792 2.257
C 0.002 3.425 2.122
N 0.273 2.664 0.983
C 0.893 3.213 -0.148
C 0.545 4.418 -0.759
C 1.227 4.865 -1.878
C 2.275 4.134 -2.436
C 3.054 4.667 -3.595
C 2.576 2.894 -1.877
C 1.893 2.423 -0.765
P 2.135 0.796 0.044
C 3.983 0.780 0.400
C 4.500 2.090 0.981
C 4.357 -0.406 1.282
C 1.961 -0.501 -1.331
C 1.416 -1.787 -0.686
C 3.179 -0.834 -2.188
H -3.210 -1.522 3.626
H -1.520 -1.952 3.813
H -2.068 -1.235 2.299
H -2.744 0.850 3.730
H -1.102 -0.697 5.794
H -2.775 -0.179 5.907
H -1.493 1.016 5.952
H 0.781 0.542 5.199
H 2.290 1.598 2.765
H 3.089 1.178 4.303
H 1.908 2.478 4.255
H 1.737 -0.987 2.709
H 0.702 -1.654 3.977
H 2.356 -1.222 4.354
H -1.378 2.936 5.207
H -1.759 4.989 6.348
H -1.836 6.449 5.349
H -0.339 6.025 6.153
H 0.085 6.526 3.470
H 0.783 5.324 1.482
H -0.275 5.000 -0.371
H 0.946 5.810 -2.318
H 2.414 5.214 -4.286
H 3.572 3.873 -4.128
H 3.810 5.365 -3.231
H 3.364 2.298 -2.314
H 4.440 0.662 -0.590
H 4.091 2.310 1.963
H 4.279 2.929 0.324
H 5.581 2.015 1.084
H 4.151 -0.188 2.325
H 5.422 -0.610 1.195
H 3.813 -1.306 1.002
H 1.177 -0.078 -1.977
H 2.245 -2.425 -0.352
H 0.814 -2.353 -1.411
H 0.385 -2.310 0.887
H 3.975 -1.274 -1.594
H 3.561 0.047 -2.692
H 2.904 -1.560 -2.949
N -2.401 1.944 0.831
C -3.534 1.011 0.699
C -4.816 1.643 0.140
C -4.691 2.224 -1.283
C -5.798 1.721 -2.218
N -5.587 0.307 -2.450
C -5.659 -0.357 -3.587
N -6.263 0.139 -4.669
N -5.045 -1.546 -3.647
C -3.012 -0.225 -0.092
O -3.744 -0.854 -0.848
O -1.807 -0.517 0.182
H -2.532 2.551 1.647
H -2.390 2.564 0.012
H -3.763 0.620 1.701
H -5.135 2.429 0.827
H -5.586 0.870 0.167
H -3.728 1.946 -1.721
H -4.751 3.313 -1.257
H -5.765 2.269 -3.163
H -6.777 1.890 -1.759
H -5.061 -0.165 -1.700
H -6.879 0.933 -4.603
H -6.305 -0.396 -5.521
H -4.557 -1.872 -2.825
H -5.258 -2.211 -4.371
S -1.081 1.460 -1.845
C -0.449 1.415 -3.433
N 0.035 2.516 -3.982
C 0.512 2.591 -5.353
C 0.938 1.208 -5.826
C -0.175 0.208 -5.542
N -0.522 0.286 -4.132
H 0.073 3.352 -3.411
H 1.351 3.287 -5.385
H -0.279 2.986 -5.997
H 1.841 0.898 -5.300
H 1.154 1.239 -6.891
H 0.148 -0.810 -5.766
H -1.053 0.435 -6.156
H -0.966 -0.505 -3.690
O 0.614 -1.464 0.451
S 1.440 -4.229 1.806
C 0.564 -5.419 0.715
C -0.683 -4.821 0.153
C -1.700 -4.405 1.008
C -2.889 -3.921 0.496
C -3.072 -3.849 -0.875
C -2.054 -4.228 -1.732
C -0.860 -4.710 -1.221
C 2.911 -5.245 2.223
C 3.533 -5.808 0.985
C 4.127 -4.963 0.050
C 4.655 -5.479 -1.120
C 4.589 -6.840 -1.372
C 4.006 -7.686 -0.444
C 3.475 -7.172 0.727
H 0.326 -6.287 1.333
H 1.272 -5.708 -0.064
H -1.557 -4.494 2.076
H -3.683 -3.621 1.163
H -4.020 -3.516 -1.269
H -2.191 -4.172 -2.803
H -0.078 -5.038 -1.893
H 2.570 -6.027 2.901
H 3.575 -4.567 2.759
H 4.177 -3.899 0.249
H 5.127 -4.822 -1.835
H 4.997 -7.242 -2.285
H 3.958 -8.746 -0.631
H 3.021 -7.838 1.448
*
```

The LUMO energy (alpha / beta) comes out at -7.09 / -8.31 eV. The expectation value of S² is 2.02. The value obtained for the HOMO-LUMO gap (alpha / beta) is 7.0 / 5.8 eV. As for the energy above the lowest of the compared OMol25 structures with the same formula, charge and spin: 0.000 eV.

***

[3]
C4H10NO2 | ωB97M-V with the def2-TZVPD basis set

The geometry in ORCA input format:
```
! RIJCOSX wB97M-V def2-TZVPD def2/J DEFGRID3
* xyz 1 1
C -1.714 0.776 0.117
C -0.436 -1.463 1.224
C 0.204 1.933 -0.596
C 1.840 -1.804 0.511
N -1.119 1.311 -1.057
O -0.584 -0.466 0.446
O 0.662 -2.051 1.402
H -2.764 0.385 -0.034
H -1.256 -1.887 1.812
H 1.003 1.451 -1.296
H 0.264 3.072 -0.651
H 0.392 1.559 0.409
H 1.684 -1.165 -0.250
H 2.097 -2.734 0.062
H 2.799 -1.578 0.960
H -1.147 0.654 -1.828
H -1.927 2.009 -1.231
*
```

The LUMO energy (alpha / beta) comes out at -3.21 / -3.21 eV. The value obtained for the HOMO-LUMO gap (alpha / beta) is 8.8 / 8.8 eV. As for the energy above the lowest of the compared OMol25 structures with the same formula, charge and spin: 6.218 eV.

***

The total energy results, record by record, are as follows: -109476.69010, -111714.18812, -9883.37007 eV.
The F_max results, record by record, are as follows: 16.31, 2.15, 3.88 eV/Å.